1.
{"formula": "C15H13IrN11O7S2", "method": "ωB97M-V with the def2-TZVPD basis set", "spin_multiplicity": 1, "energy_ha": -2608.620876, "total_charge": 1, "e_above_lowest_kcal_mol": 0.0, "gap_ev": 6.9, "symbols": ["Ir", "C", "S", "C", "S", "N", "N", "C", "C", "C", "C", "C", "C", "N", "H", "H", "H", "H", "H", "H", "H", "H", "O", "N", "O", "C", "C", "C", "C", "O", "C", "C", "N", "O", "O", "N", "O", "O", "H", "H", "N", "N", "N", "C", "N", "N", "H", "H", "H"], "positions_angstrom": [[-0.6584, -0.6252, -0.2253], [-5.6275, -1.5138, 1.2609], [-4.3108, -2.0300, 2.3748], [-2.8735, -1.5419, 1.5410], [-2.9672, -0.7869, -0.0239], [-1.7812, -1.8013, 2.2134], [-0.6449, -1.4109, 1.5737], [0.4866, -1.4683, 2.1783], [1.6602, -1.0416, 1.4209], [2.9379, -1.0435, 1.9486], [3.9910, -0.6129, 1.1563], [3.7398, -0.2021, -0.1422], [2.4361, -0.2283, -0.6084], [1.4221, -0.6328, 0.1520], [-6.5476, -1.8042, 1.7646], [-5.5645, -2.0275, 0.3051], [-5.6225, -0.4360, 1.1197], [0.5398, -1.8179, 3.2010], [3.0958, -1.3642, 2.9686], [4.9979, -0.5982, 1.5504], [4.5344, 0.1360, -0.7912], [2.1884, 0.0797, -1.6166], [2.1321, 6.5382, -0.7490], [1.6800, 5.7497, -1.5494], [1.6799, 5.8771, -2.7539], [1.0858, 4.5187, -1.0037], [0.5595, 3.5980, -1.8615], [0.0101, 2.4171, -1.3494], [-0.0533, 2.1616, 0.0492], [-0.6537, 1.1930, 0.6366], [0.5703, 3.1532, 0.8544], [1.1007, 4.3121, 0.3770], [0.6919, 2.8655, 2.2932], [1.2319, 1.8149, 2.5846], [0.2908, 3.6990, 3.0670], [-0.5196, 1.5188, -2.3457], [-0.7436, 1.9272, -3.4483], [-0.7053, 0.2891, -2.1047], [0.5724, 3.7831, -2.9254], [1.5387, 5.0467, 1.0392], [-0.1739, -5.8087, -1.1157], [-0.4942, -4.4941, -1.3758], [-0.8831, -4.0948, -2.5625], [-0.9757, -2.7865, -2.3880], [-0.6402, -2.4548, -1.1364], [-0.3285, -3.5672, -0.4928], [-0.7002, -6.3852, -1.7634], [-0.4205, -6.0144, -0.1536], [-1.2841, -2.0853, -3.1434]], "atomic_forces_ev_per_a": [[-0.042, -0.068, -0.063], [0.000, 0.000, -0.004], [0.006, 0.007, -0.006], [-0.013, -0.016, 0.009], [-0.005, 0.016, 0.008], [0.014, 0.010, -0.008], [-0.038, -0.029, 0.024], [-0.003, 0.011, -0.032], [0.005, 0.002, 0.009], [-0.008, 0.003, 0.006], [0.004, 0.003, -0.007], [0.002, -0.001, 0.009], [-0.007, 0.008, -0.011], [-0.010, -0.023, -0.010], [0.002, -0.001, 0.002], [-0.001, -0.001, 0.000], [0.001, 0.000, 0.001], [0.004, -0.007, -0.001], [0.002, -0.002, -0.001], [-0.001, 0.000, 0.001], [-0.001, 0.000, -0.002], [0.004, -0.006, 0.007], [-0.012, 0.004, -0.002], [0.031, -0.020, -0.002], [-0.012, 0.007, 0.000], [0.003, 0.012, 0.009], [-0.013, -0.009, 0.008], [0.033, 0.037, 0.018], [-0.051, 0.004, -0.028], [0.064, 0.036, 0.026], [-0.007, -0.007, 0.006], [-0.007, 0.016, 0.005], [0.004, -0.010, -0.023], [0.005, 0.000, 0.011], [0.003, 0.014, 0.005], [-0.066, -0.008, -0.041], [0.030, -0.011, 0.033], [0.055, 0.029, -0.024], [-0.001, 0.001, -0.002], [0.001, 0.000, -0.001], [0.007, 0.003, 0.015], [0.000, 0.000, 0.002], [-0.010, 0.004, -0.004], [-0.021, 0.016, 0.000], [0.019, -0.023, 0.095], [0.039, 0.005, -0.029], [0.004, 0.002, -0.006], [-0.010, -0.007, -0.003], [-0.002, -0.002, 0.000]]}


2.
{"formula": "C15H13IrN3O2S3", "method": "ωB97M-V with the def2-TZVPD basis set", "spin_multiplicity": 2, "energy_ha": -2193.092048, "e_above_lowest_kcal_mol": 33.9, "gap_ev": [6.6, 6.2], "symbols": ["Ir", "S", "C", "C", "C", "C", "C", "C", "S", "H", "H", "H", "H", "C", "C", "C", "C", "N", "C", "S", "N", "H", "H", "H", "H", "H", "O", "C", "C", "C", "C", "O", "N", "H", "H", "H", "H"], "positions_angstrom": [[0.0445, 0.0625, -0.9647], [0.8987, -1.2633, -2.5628], [0.2241, -2.8588, -2.2997], [0.7594, -3.9765, -2.9455], [0.1835, -5.2163, -2.7556], [-0.9259, -5.3533, -1.9149], [-1.4350, -4.2529, -1.2555], [-0.8495, -2.9995, -1.4507], [-1.4546, -1.5731, -0.6393], [1.6230, -3.8535, -3.5878], [0.6011, -6.0844, -3.2478], [-1.3827, -6.3238, -1.7738], [-2.2803, -4.3480, -0.5850], [1.3521, 0.7448, 5.0301], [0.8139, 0.5980, 3.6420], [-0.5059, 0.9509, 3.3330], [-0.9307, 0.7892, 2.0401], [-0.0933, 0.2912, 1.1297], [1.1587, 0.0165, 1.4924], [2.0108, -0.5065, 0.0936], [1.6522, 0.1347, 2.7157], [0.5768, 0.5788, 5.7764], [1.7410, 1.7565, 5.1635], [2.1715, 0.0465, 5.1819], [-1.1705, 1.3548, 4.0820], [-1.9315, 1.0369, 1.7126], [-0.5356, 1.5740, -2.9248], [-0.3878, 2.4884, -2.1170], [-0.4314, 3.9749, -2.3560], [-0.2095, 4.5465, -0.9530], [0.0199, 3.3308, -0.0534], [0.2670, 3.3663, 1.1278], [-0.1264, 2.1826, -0.8170], [-1.3831, 4.2506, -2.8072], [0.3558, 4.2393, -3.0619], [-1.0738, 5.0897, -0.5718], [0.6534, 5.2054, -0.8755]], "atomic_forces_ev_per_a": [[0.127, -0.393, 1.271], [0.348, -0.184, -0.345], [0.171, 0.161, -0.439], [0.037, -0.017, -0.033], [-0.005, 0.046, 0.049], [0.031, 0.070, -0.026], [-0.026, -0.037, -0.009], [-0.471, 0.042, 0.190], [-0.141, -0.396, 0.031], [-0.026, -0.029, -0.011], [-0.020, 0.006, -0.023], [0.026, -0.007, 0.027], [0.008, -0.014, -0.008], [0.017, 0.010, -0.018], [-0.006, -0.019, 0.009], [0.016, -0.041, 0.067], [-0.075, -0.149, -0.071], [-0.326, 0.474, 0.132], [0.309, 0.005, 0.582], [0.282, 0.016, -0.064], [-0.154, 0.023, -0.098], [-0.001, 0.013, -0.003], [-0.007, 0.002, -0.008], [-0.003, 0.003, 0.009], [0.017, -0.024, 0.025], [0.018, 0.024, -0.036], [-0.402, 0.782, -0.397], [-0.096, -0.290, -0.303], [0.032, 0.041, 0.112], [-0.042, -0.003, -0.022], [0.011, -0.253, -0.059], [0.037, 0.021, 0.056], [0.308, 0.089, -0.597], [-0.004, -0.006, -0.001], [-0.009, 0.000, -0.008], [0.015, 0.026, 0.009], [0.001, 0.006, 0.009]]}


3.
{"formula": "C15H13N5O3S2", "method": "ωB97M-V with the def2-TZVPD basis set", "spin_multiplicity": 1, "energy_ha": -1875.302147, "smiles": "O=C(CSc1nnc(CNC(=O)c2ccccc2)o1)Nc1nccs1", "gap_ev": 9.2, "symbols": ["O", "C", "N", "C", "N", "C", "C", "S", "H", "H", "H", "C", "H", "H", "S", "C", "N", "N", "C", "O", "C", "N", "C", "O", "C", "C", "C", "C", "C", "C", "H", "H", "H", "H", "H", "H", "H", "H"], "positions_angstrom": [[-1.6649, 3.9621, 2.5667], [-1.8472, 2.8008, 2.2987], [-0.8050, 1.9068, 2.4243], [-0.7830, 0.5363, 2.3911], [-1.7997, -0.2512, 2.3181], [-1.4199, -1.5548, 2.3309], [-0.0868, -1.7792, 2.4214], [0.7714, -0.2884, 2.4774], [0.4471, -2.7055, 2.4228], [-2.1846, -2.3079, 2.2797], [0.0702, 2.3468, 2.6887], [-3.1458, 2.2673, 1.7428], [-3.9845, 2.7483, 2.2429], [-3.2173, 1.1824, 1.7872], [-3.2584, 2.8423, 0.0011], [-2.1730, 1.7288, -0.7548], [-1.3396, 1.9820, -1.7124], [-0.7554, 0.8128, -2.0374], [-1.2541, -0.0976, -1.2665], [-2.1745, 0.4112, -0.4200], [-0.9004, -1.5423, -1.2705], [0.3935, -1.7334, -1.8711], [1.4716, -2.1003, -1.1268], [1.3593, -2.5212, 0.0091], [2.7772, -2.0015, -1.8320], [3.7552, -2.9504, -1.5488], [4.9881, -2.8879, -2.1705], [5.2596, -1.8662, -3.0659], [4.2993, -0.9034, -3.3312], [3.0597, -0.9672, -2.7203], [2.3313, -0.1914, -2.9107], [4.5179, -0.0966, -4.0149], [6.2233, -1.8140, -3.5505], [5.7394, -3.6326, -1.9543], [3.5281, -3.7329, -0.8405], [0.5358, -1.2951, -2.7676], [-1.6684, -2.1022, -1.8200], [-0.8573, -1.9234, -0.2439]], "atomic_forces_ev_per_a": [[-0.088, 0.181, 0.058], [-0.186, -0.079, 0.078], [0.617, 0.478, 0.116], [0.546, -0.951, 0.095], [-0.302, 0.739, 0.224], [0.650, -0.486, 0.121], [-0.190, 0.059, 0.063], [-0.714, 0.157, -0.126], [0.073, -0.223, -0.023], [-0.051, -0.230, -0.006], [-0.259, 0.069, -0.053], [0.015, 0.198, -0.493], [0.077, -0.002, 0.027], [-0.115, 0.205, 0.026], [-0.301, 0.010, 0.237], [0.236, 0.031, -0.231], [-0.713, 1.255, 0.667], [0.458, -1.505, -0.274], [0.281, 0.439, -0.281], [-0.046, -0.132, -0.255], [-0.159, -0.263, 0.293], [-0.196, 0.155, -0.201], [-0.232, -0.042, -0.219], [0.157, -0.155, 0.168], [0.383, 0.062, -0.020], [-0.166, 0.037, 0.035], [0.011, -0.035, 0.010], [0.016, 0.051, -0.027], [0.073, 0.039, -0.090], [-0.074, -0.122, 0.091], [-0.083, 0.075, -0.017], [0.019, 0.068, -0.043], [0.076, 0.009, -0.037], [0.052, -0.065, 0.014], [-0.016, -0.054, 0.072], [0.105, -0.072, 0.064], [0.089, 0.050, 0.141], [-0.041, 0.048, -0.205]]}


Copy entry 2 word for word.
{"formula": "C15H13IrN3O2S3", "method": "ωB97M-V with the def2-TZVPD basis set", "spin_multiplicity": 2, "energy_ha": -2193.092048, "e_above_lowest_kcal_mol": 33.9, "gap_ev": [6.6, 6.2], "symbols": ["Ir", "S", "C", "C", "C", "C", "C", "C", "S", "H", "H", "H", "H", "C", "C", "C", "C", "N", "C", "S", "N", "H", "H", "H", "H", "H", "O", "C", "C", "C", "C", "O", "N", "H", "H", "H", "H"], "positions_angstrom": [[0.0445, 0.0625, -0.9647], [0.8987, -1.2633, -2.5628], [0.2241, -2.8588, -2.2997], [0.7594, -3.9765, -2.9455], [0.1835, -5.2163, -2.7556], [-0.9259, -5.3533, -1.9149], [-1.4350, -4.2529, -1.2555], [-0.8495, -2.9995, -1.4507], [-1.4546, -1.5731, -0.6393], [1.6230, -3.8535, -3.5878], [0.6011, -6.0844, -3.2478], [-1.3827, -6.3238, -1.7738], [-2.2803, -4.3480, -0.5850], [1.3521, 0.7448, 5.0301], [0.8139, 0.5980, 3.6420], [-0.5059, 0.9509, 3.3330], [-0.9307, 0.7892, 2.0401], [-0.0933, 0.2912, 1.1297], [1.1587, 0.0165, 1.4924], [2.0108, -0.5065, 0.0936], [1.6522, 0.1347, 2.7157], [0.5768, 0.5788, 5.7764], [1.7410, 1.7565, 5.1635], [2.1715, 0.0465, 5.1819], [-1.1705, 1.3548, 4.0820], [-1.9315, 1.0369, 1.7126], [-0.5356, 1.5740, -2.9248], [-0.3878, 2.4884, -2.1170], [-0.4314, 3.9749, -2.3560], [-0.2095, 4.5465, -0.9530], [0.0199, 3.3308, -0.0534], [0.2670, 3.3663, 1.1278], [-0.1264, 2.1826, -0.8170], [-1.3831, 4.2506, -2.8072], [0.3558, 4.2393, -3.0619], [-1.0738, 5.0897, -0.5718], [0.6534, 5.2054, -0.8755]], "atomic_forces_ev_per_a": [[0.127, -0.393, 1.271], [0.348, -0.184, -0.345], [0.171, 0.161, -0.439], [0.037, -0.017, -0.033], [-0.005, 0.046, 0.049], [0.031, 0.070, -0.026], [-0.026, -0.037, -0.009], [-0.471, 0.042, 0.190], [-0.141, -0.396, 0.031], [-0.026, -0.029, -0.011], [-0.020, 0.006, -0.023], [0.026, -0.007, 0.027], [0.008, -0.014, -0.008], [0.017, 0.010, -0.018], [-0.006, -0.019, 0.009], [0.016, -0.041, 0.067], [-0.075, -0.149, -0.071], [-0.326, 0.474, 0.132], [0.309, 0.005, 0.582], [0.282, 0.016, -0.064], [-0.154, 0.023, -0.098], [-0.001, 0.013, -0.003], [-0.007, 0.002, -0.008], [-0.003, 0.003, 0.009], [0.017, -0.024, 0.025], [0.018, 0.024, -0.036], [-0.402, 0.782, -0.397], [-0.096, -0.290, -0.303], [0.032, 0.041, 0.112], [-0.042, -0.003, -0.022], [0.011, -0.253, -0.059], [0.037, 0.021, 0.056], [0.308, 0.089, -0.597], [-0.004, -0.006, -0.001], [-0.009, 0.000, -0.008], [0.015, 0.026, 0.009], [0.001, 0.006, 0.009]]}